# 1
Below is a molecular structure, C41H41InN5OSb2Se2, with properties calculated with the ωB97M-V functional and the def2-TZVPD basis.

```
93
Properties=species:S:1:pos:R:3:lowdin_charge:R:1
H 6.70 -3.63 0.43 0.108
C 0.01 1.21 -2.37 -0.480
C 0.44 -3.05 -6.13 -0.048
C -2.69 6.34 -0.96 -0.049
C 0.63 -1.52 4.34 -0.638
C -1.98 -5.28 -0.29 -0.004
C -0.72 -5.12 -0.84 -0.028
Sb -0.55 -0.78 -1.92 1.484
H -0.93 5.27 -0.36 0.105
H 1.12 4.80 -3.29 0.122
C 0.65 3.46 3.70 -0.073
C 0.80 3.80 -3.03 -0.045
C -0.80 2.01 -3.19 -0.144
H -3.37 -4.53 1.19 0.122
C -1.65 4.01 4.17 -0.046
H -2.63 -6.08 -0.64 0.133
H -1.02 3.91 -4.16 0.124
H 3.72 -5.46 1.72 0.130
C 2.39 0.49 4.84 -0.020
C -2.69 -0.65 -2.15 -0.329
C -1.53 -3.43 1.12 -0.681
H -2.83 -0.59 -3.23 0.076
H -3.06 -1.63 -1.84 0.063
H 6.28 -4.09 2.09 0.110
N 4.75 -3.16 0.97 -0.065
H -5.77 4.99 -1.38 0.121
H 1.87 1.12 -1.26 0.075
H -0.36 -5.77 -1.62 0.128
C -0.54 -3.06 -3.93 -0.142
C 0.91 -1.77 -5.92 -0.053
H 2.10 -4.84 1.76 0.120
H -2.59 -0.17 0.49 -0.013
H 2.56 3.40 -1.86 0.119
H 1.06 -3.90 -0.79 0.116
C -2.04 3.47 2.95 -0.105
H 1.02 2.50 1.82 0.084
C 4.81 -1.74 0.68 0.014
N -0.32 -3.25 0.59 -0.099
H -0.01 4.45 5.48 0.121
C -3.44 0.47 -1.43 -0.350
C 0.08 -4.09 -0.38 -0.157
O 2.82 -0.27 0.62 -0.074
In 0.57 -0.99 0.99 0.699
H -3.87 1.03 0.65 0.075
H -4.50 0.21 -1.44 0.127
H -1.72 1.62 -3.60 0.107
C -1.99 5.20 -0.60 -0.123
C 0.66 -1.11 -4.72 -0.111
H -2.18 7.29 -1.01 0.121
H -4.59 7.15 -1.53 0.123
H 0.48 -1.77 6.47 0.115
C 1.85 -0.20 5.91 -0.002
C -0.40 3.30 -3.52 -0.053
H -3.36 1.38 -2.02 0.076
C -4.02 3.89 -0.82 -0.113
C -0.31 4.00 4.54 -0.043
H -2.39 4.45 4.82 0.122
H 1.03 -0.10 -4.57 0.098
H 0.64 -3.55 -7.07 0.120
C -3.02 0.72 0.02 -0.346
H 2.40 0.67 2.71 0.096
H -3.08 3.52 2.65 0.110
C -2.40 -4.42 0.72 -0.055
C 0.94 -1.22 5.66 -0.076
H 2.12 0.05 6.93 0.134
C 5.92 -4.03 1.07 0.021
H 5.40 -1.19 1.42 0.160
C -2.66 3.98 -0.53 -0.380
C 1.22 1.72 -1.89 -0.163
H -4.56 2.96 -0.76 0.094
C 0.27 2.89 2.49 -0.154
C 3.48 -3.50 1.20 -0.363
H 5.22 -1.53 -0.31 0.160
H -0.66 -4.70 -5.31 0.116
H 1.69 3.49 3.98 0.111
N 1.15 -0.86 3.30 -0.049
Sb -1.60 2.32 0.17 1.704
Se -2.01 -2.21 2.54 0.710
C -4.04 6.26 -1.25 -0.035
Se -0.52 -3.05 4.12 0.778
C 2.00 0.14 3.57 -0.133
H 1.47 -1.26 -6.70 0.119
H -1.11 -3.57 -3.17 0.080
C -4.71 5.04 -1.17 -0.047
C -1.07 2.90 2.12 -0.385
C -0.29 -3.70 -5.14 -0.062
C -0.07 -1.76 -3.73 -0.387
H 3.10 1.29 4.99 0.125
H 5.68 -5.03 0.70 0.100
C 3.35 -1.38 0.76 -0.478
N 2.61 -2.46 1.05 0.131
N 3.07 -4.71 1.53 0.254
C 1.61 3.01 -2.22 -0.058
```

Total charge: +3
Maximum force, eV/Å: 0.4
Frontier orbital gap (alpha / beta), eV: 6.21 / 4.82
HOMO (alpha / beta), eV: -15.26 / -14.29
Energy relative to the best compared isomer or geometry (same formula, charge and spin), eV: 0.227


# 2
Below is 5 unconnected molecules or ions with the total composition C2H16NO4 at a distorted geometry, with properties calculated with the ωB97M-V functional and the def2-TZVPD basis.

```
23
Properties=species:S:1:pos:R:3:nbo_charge:R:1
H -2.92 -0.13 -4.69 0.487
O 0.08 -0.13 -1.95 -0.979
H -0.61 1.47 1.66 0.256
H 3.03 -0.27 0.95 0.240
H 2.71 0.78 2.37 0.234
H 3.28 1.56 1.04 0.236
H 0.89 0.05 0.45 0.482
H -2.74 -0.52 -0.31 0.493
H 0.55 -3.02 0.87 0.484
C 0.38 1.19 2.01 -0.487
H -2.58 -1.42 1.04 0.489
H 0.75 -0.76 -2.25 0.480
O 0.09 -2.18 0.69 -0.972
O -2.43 0.02 -3.88 -0.958
O -2.34 -0.62 0.56 -0.979
H -0.26 0.30 -2.74 0.501
H -0.07 0.28 2.42 0.265
H -2.94 0.66 -3.38 0.472
N 1.25 0.91 0.86 -0.503
H 0.60 1.94 2.77 0.247
C 2.68 0.68 1.29 -0.424
H 1.21 1.62 0.13 0.442
H -0.62 -2.41 0.08 0.493
```

Total charge: +1
Maximum force, eV/Å: 3.6
Frontier orbital gap, eV: 11.74
HOMO, eV: -14.50
Energy relative to the best compared isomer or geometry (same formula, charge and spin), eV: 1.486


# 3
Below is a single C20H32N2O2 molecule, with properties calculated with the ωB97M-V functional and the def2-TZVPD basis.

```
56
Properties=species:S:1:pos:R:3:nbo_charge:R:1
H 0.19 -2.91 -2.44 0.193
H 0.98 -0.36 3.84 0.248
H -0.05 -3.96 1.30 0.232
C -1.02 3.29 1.56 -0.211
N -0.18 -2.18 -0.55 -0.454
H 2.18 2.64 -4.12 0.208
H 1.77 -1.78 0.22 0.172
C 0.85 -0.85 -2.43 -0.433
H 2.60 0.29 -4.26 0.198
H -1.11 -1.73 -2.32 0.191
N -0.14 -1.48 2.53 -0.446
C 0.04 2.64 -3.88 -0.402
H -0.48 2.78 -1.78 0.201
H 1.63 1.88 -2.63 0.193
C -0.43 0.91 2.89 -0.042
H 1.40 0.76 -5.46 0.199
H 1.70 -4.04 1.54 0.241
H 0.80 -1.37 -4.51 0.203
C -0.79 -1.08 0.17 -0.224
H -2.45 1.02 3.61 0.207
H 1.54 -3.30 -0.66 0.208
C 1.07 -2.62 0.05 -0.215
C 0.86 -3.37 1.37 -0.502
C -0.10 -1.96 -1.98 -0.196
H -1.85 -1.23 4.48 0.154
H -1.68 -0.78 -0.39 0.205
H 0.18 3.72 -3.99 0.202
C 0.63 -0.48 -3.90 -0.395
H -0.42 2.28 -4.80 0.195
H -1.15 1.36 -2.59 0.196
C -0.92 2.41 -2.71 -0.603
C 0.53 1.54 2.11 -0.201
H -1.24 4.21 1.05 0.216
H -0.40 -0.18 -4.04 0.193
O 1.59 -2.53 3.49 -0.662
C -1.23 -1.49 1.57 -0.235
C 0.80 -2.44 2.56 0.701
C 1.57 0.62 -4.39 -0.384
C -0.07 -0.41 3.53 -0.108
C 0.24 2.73 1.45 -0.209
H 1.51 1.11 2.02 0.216
C 1.41 1.98 -3.70 -0.400
H 1.89 -1.17 -2.29 0.199
C -1.69 1.49 3.00 -0.167
H 1.00 3.20 0.85 0.216
H -0.13 -0.20 0.25 0.180
O -0.19 -1.68 5.61 -0.733
H -2.96 3.12 2.44 0.215
H 0.69 0.03 -1.81 0.199
H -1.99 -0.79 1.93 0.225
C -0.89 -0.78 4.78 -0.057
H -1.85 2.95 -2.88 0.209
H -1.09 0.11 5.38 0.177
C -1.98 2.68 2.35 -0.224
H -1.67 -2.49 1.53 0.213
H 0.48 -2.14 5.08 0.496
```

Maximum force, eV/Å: 0.5
SMILES: CCCCCCCN1CCC(=O)N([C@H](CO)c2ccccc2)CC1
Frontier orbital gap, eV: 9.35
HOMO, eV: -8.61
Energy relative to the best compared isomer or geometry (same formula, charge and spin), eV: 0.917


# 4
Below is a single C2H7N3S molecule at a distorted geometry, with properties calculated with the ωB97M-V functional and the def2-TZVPD basis.

```
13
Properties=species:S:1:pos:R:3:nbo_charge:R:1
H -2.59 0.19 -1.16 0.217
C 0.89 1.04 -0.02 0.220
H -2.77 0.17 0.60 0.172
H -2.45 -1.44 -0.21 0.182
N -0.80 -0.32 0.03 -0.526
N -0.41 1.03 0.00 -0.338
H 3.70 -0.49 0.98 0.096
H 1.43 2.02 -0.18 0.200
H -0.56 -0.77 0.89 0.364
N 1.56 -0.13 -0.01 -0.810
S 3.27 -0.11 -0.19 0.184
H 0.90 -0.89 -0.52 0.435
C -2.15 -0.30 -0.21 -0.396
```

Maximum force, eV/Å: 6.2
SMILES: CN/N=C\NS
Frontier orbital gap, eV: 9.23
HOMO, eV: -8.42
Energy relative to the best compared isomer or geometry (same formula, charge and spin), eV: 2.548


Look up the maximum force of the third one. 0.5 eV/Å